(1)
42
Properties=species:S:1:pos:R:3:forces:R:3 method="wB97M-V/def2-TZVPD" charge=-1 max_force_ev_per_a=0.81 lumo_ev=2.4 total_energy_ha=-1055.27290 gap_ev=6.33
O -2.13239 1.30268 -0.76020 -0.05 -0.01 0.32
O 1.58038 -2.03716 -0.62909 -0.46 -0.03 0.45
O 3.16982 1.18225 -0.93565 0.23 -0.30 0.09
O -1.65225 -1.37094 -1.39823 0.27 -0.08 -0.11
O 2.01799 2.33034 3.86608 0.03 0.04 0.11
O -1.95423 1.72303 -2.96269 -0.01 0.18 -0.38
O 2.89136 0.36055 4.01648 -0.04 -0.04 0.04
N 0.34977 -0.31631 -1.88360 -0.24 -0.06 0.44
N 2.86929 1.55139 4.23535 0.05 0.04 0.00
C 3.98805 2.12455 5.03606 0.12 -0.08 0.01
C -4.26665 -1.54651 -0.04322 -0.22 -0.55 -0.29
C -3.60523 -2.60972 -0.93179 0.40 0.58 0.39
C 2.50086 0.88809 -2.15887 -0.17 0.47 -0.31
C -2.75117 -1.98433 -2.02280 -0.22 -0.48 0.09
C -1.80834 1.04014 -1.93119 -0.04 0.01 0.19
C 0.56354 0.82819 1.34664 -0.66 -0.31 0.10
C 0.97535 0.99419 -2.08350 0.46 -0.54 -0.25
C -1.08246 -0.31804 -2.16923 -0.17 0.08 -0.42
C 0.07832 -0.54442 0.81282 0.60 0.07 0.24
B 0.66726 -0.96542 -0.58582 -0.14 -0.08 0.06
H -3.33126 -1.26622 -2.60989 0.00 0.14 0.04
H 2.79259 -0.11278 -2.46788 0.02 -0.10 0.19
H -0.15198 1.59085 1.03906 0.18 0.15 -0.20
H 4.66796 1.32222 5.29593 -0.02 -0.03 -0.02
H 1.56969 1.08299 1.02383 0.07 0.04 0.02
H -1.00777 -0.52302 0.74810 -0.05 0.10 -0.13
H -2.40951 -2.77812 -2.70486 0.09 0.11 -0.12
H 0.63016 1.38774 -3.03857 -0.23 0.09 0.06
H -3.53684 -1.11099 0.63191 -0.01 0.21 -0.05
H 2.85446 1.57860 -2.93465 0.06 0.03 0.01
H 0.54801 0.80221 2.43262 0.10 0.11 0.06
H -2.90559 -3.16598 -0.30102 -0.14 -0.33 -0.07
H 0.70854 1.70185 -1.28993 -0.11 0.20 -0.10
H 4.47496 2.87436 4.42053 -0.05 0.05 0.01
H -5.06933 -2.01381 0.53194 0.02 0.09 0.17
H 1.13546 -2.75058 -1.09973 0.37 0.07 -0.47
H -4.33547 -3.30111 -1.35205 -0.04 -0.01 -0.11
H 3.55225 2.57989 5.91978 -0.02 0.06 -0.03
H 2.99975 2.10218 -0.71926 -0.15 0.02 0.02
H -1.22720 -0.55791 -3.23002 0.08 -0.01 -0.09
H -4.70830 -0.76240 -0.65634 0.05 0.16 0.06
H 0.35012 -1.31256 1.54300 0.04 -0.08 -0.02

=====

(2)
54
Properties=species:S:1:pos:R:3:forces:R:3 method="wB97M-V/def2-TZVPD" max_force_ev_per_a=3.14 lumo_ev=-0.3 total_energy_ha=-8167.50900 gap_ev=10.39 relative_energy_kcal_mol=18.74
Cl 2.21013 -9.12443 -10.22239 0.16 -0.18 -0.79
Cl 4.52247 -5.64013 -5.28508 0.12 -0.54 0.46
Cl 3.98906 -8.47944 -2.74870 1.35 0.79 0.52
Cl 6.57477 -8.06226 -7.55351 0.10 -0.02 0.09
Cl 5.24548 -14.67940 -9.85605 0.71 1.59 0.59
Cl 0.71528 -13.64002 -9.30830 -0.15 0.10 -0.75
Cl 6.86279 -7.93236 -3.51095 -0.52 -0.27 0.36
Cl 1.94334 -4.73786 -6.02309 -0.54 0.19 -0.23
Cl 2.70887 -11.60215 -3.11450 -0.14 -0.03 0.60
Cl 1.86228 -6.59273 -11.89845 -0.04 -0.65 -0.11
Cl 5.22240 -12.70434 -7.60769 0.44 -0.08 -0.21
Cl -1.51205 -6.46788 -7.46699 -0.37 -0.17 -0.13
Cl 0.97599 -9.30068 -3.06643 -0.17 -0.31 0.83
Cl 7.60370 -9.52477 -9.87571 -0.03 -0.02 -0.05
Cl -3.07001 -9.07414 -7.70257 0.18 0.50 -0.14
Cl 2.16159 -13.90526 -6.88852 0.03 0.53 0.44
O 1.89285 -8.07279 -7.05360 0.87 -1.08 0.90
O 1.23066 -9.96829 -6.32803 0.43 -0.45 0.30
O -2.05733 -11.92192 -2.78727 -0.35 1.53 0.18
O -2.79423 -9.85361 -2.57306 -0.05 -0.47 1.11
N -2.27107 -10.76490 -3.16265 0.90 -0.88 -1.23
N 2.13132 -9.17211 -6.52694 -1.84 1.53 -2.04
C 1.44219 -10.76902 -2.15973 -0.05 -0.93 -0.30
C 2.84593 -5.56062 -4.74027 -0.54 0.84 -0.50
C -1.88322 -10.39841 -4.59007 -1.59 -0.14 1.01
C 1.20401 -7.75827 -10.75629 -0.53 0.57 2.10
C 5.65743 -8.02530 -2.19749 0.35 -0.09 0.52
C -1.53299 -8.22611 -7.41149 1.02 -0.81 0.53
C 3.50228 -9.51872 -6.16871 0.18 0.19 1.04
C 5.97281 -13.10018 -9.15803 -0.45 -0.82 -0.69
C 7.98040 -8.77458 -8.32434 1.15 -0.09 0.15
C 0.89984 -12.96998 -7.69325 -0.87 -0.52 -0.11
H 5.78433 -12.26889 -9.83740 -0.24 -0.39 -0.04
H 4.07873 -8.59394 -6.19312 0.03 -0.31 -0.03
H -1.02584 -9.72873 -4.52281 0.03 -0.63 -0.30
H 1.03186 -11.89116 -7.77588 0.58 -0.30 0.28
H -0.04863 -13.18562 -7.20131 0.27 0.16 0.20
H 3.35537 -9.89266 -5.15546 0.54 -0.03 0.05
H -2.78320 -9.82310 -4.80720 0.33 0.10 -0.78
H -0.76044 -8.61221 -8.07647 -0.40 0.17 -0.34
H 0.18367 -8.09154 -10.94588 0.40 -0.17 -0.89
H 7.05028 -13.24593 -9.08119 -0.31 -0.19 0.31
H 8.48449 -9.51175 -7.69938 -0.72 -0.21 0.15
H 8.76664 -8.03272 -8.46421 -0.51 0.33 -0.32
H 5.96687 -8.72945 -1.42514 -0.03 -0.60 -0.66
H -1.87109 -11.33020 -5.15550 0.64 0.38 -0.07
H 1.10809 -7.23536 -9.80473 0.03 0.38 -0.23
H 1.71602 -10.59842 -1.11857 0.64 0.68 -0.43
H 0.64434 -11.50523 -2.06212 -0.39 0.45 -0.62
H 3.92091 -10.32105 -6.77626 -0.34 0.20 -0.27
H -1.18088 -8.54853 -6.43161 -0.30 0.33 -0.01
H 2.33368 -6.51344 -4.60676 0.68 -0.06 0.15
H 2.76415 -4.89351 -3.88214 0.24 -0.47 0.07
H 5.75296 -7.09606 -1.63580 -0.89 0.38 -0.65

=====

(3)
40
Properties=species:S:1:pos:R:3:forces:R:3 method="wB97M-V/def2-TZVPD" max_force_ev_per_a=6.20 lumo_ev=0.7 total_energy_ha=-1810.31302 gap_ev=9.58 relative_energy_kcal_mol=43.89
S 1.03996 2.01515 -0.55517 1.57 -0.65 -0.72
P -0.44460 2.42858 0.56895 0.50 0.97 -0.62
P 0.29387 -1.32766 0.95050 -1.64 -4.13 4.33
O 1.31182 -0.38608 1.80352 1.25 -0.62 -3.13
O 1.04402 -2.24070 -0.12878 0.20 0.84 -1.69
O -0.29553 -2.36815 1.87775 0.37 1.62 -0.59
N -1.61597 3.29960 -0.37851 1.76 -0.30 2.87
N -0.02846 3.39016 1.93823 -0.20 -1.06 -1.75
C -1.24991 0.98425 1.18257 -0.68 0.73 3.33
C 3.52709 -0.09988 2.68809 -0.49 -1.38 0.52
C 0.98759 -4.14695 -1.85489 -0.23 0.56 0.24
C 1.06648 2.79502 2.69447 0.56 2.86 0.71
C 0.35875 -3.43134 -0.63052 -1.19 -2.62 1.09
C -1.43651 3.23980 -1.77921 -2.97 1.75 -1.70
C 1.27263 4.08614 1.85925 0.01 -0.58 0.42
C -1.10878 -0.34362 0.46505 -1.67 1.60 -1.76
C 2.75265 -0.55364 1.43403 1.30 -0.11 0.62
C -1.02540 4.51254 -1.00478 -3.45 -1.48 -0.97
H -1.08696 -0.04054 -0.57188 0.47 -0.22 -0.71
H 0.95560 2.92366 3.79450 0.23 -0.61 -1.01
H -0.74408 -3.30039 -0.84101 1.25 0.73 0.25
H 3.05704 -0.49510 3.64895 0.60 0.34 -1.38
H -0.00879 4.57666 -0.95388 2.65 0.34 0.22
H -1.59811 5.43759 -0.93461 -0.04 -0.47 -0.14
H 0.12111 -4.74954 -2.29357 1.46 0.47 0.59
H 2.96695 -1.61093 1.23234 -0.43 0.14 0.27
H 4.59225 -0.37501 2.66003 -0.40 -0.21 -0.13
H -0.65330 2.75631 -2.36290 -0.12 -0.29 0.73
H 0.33507 -4.26766 0.16923 0.16 1.85 -0.69
H 1.13758 5.10347 2.24023 0.59 -0.50 0.13
H 2.01435 3.90448 1.02075 -1.46 0.39 0.75
H 3.51488 0.95333 2.72999 -0.10 1.37 0.22
H -2.51979 3.14963 -2.17297 2.11 0.51 -0.18
H -2.26008 1.41189 1.28585 -0.34 -0.87 -0.45
H -2.11444 -0.83107 0.51095 1.32 -0.45 0.51
H 1.87475 -4.78836 -1.53847 -1.21 0.86 -0.71
H 1.68665 2.04840 2.21878 -0.43 -0.59 0.41
H 3.18727 -0.03582 0.50369 -1.59 -0.11 1.25
H 1.25833 -3.37688 -2.60046 0.17 -0.60 0.14
H -0.99890 0.91974 2.29100 0.11 -0.09 -1.24